ORCA calculation (the ωB97M-V functional and the def2-TZVPD basis) on C26H25BCl3F6N8O2STi as an isolated structure in a non-equilibrium geometry.

spin multiplicity: 2
HOMO (alpha / beta): -8.798 / -8.481 eV
charge: 0
calculated total energy: -4846.883273 a.u.
E_LUMO (alpha / beta): -0.0097 / -0.0588 hartree

The geometry in XYZ format:
```
73
C26H25BCl3F6N8O2STi the ωB97M-V functional and the def2-TZVPD basis
C -5.2067 -2.9336 -4.2717
C -2.8349 -0.1668 -3.8830
C 2.5821 2.0547 -1.5686
H 3.3992 1.5044 -1.1114
H 2.6409 -3.2767 0.3682
Ti 0.4165 -0.1819 0.8887
Cl -0.1950 3.6936 0.3895
B -1.4708 -0.8709 -1.8242
N -2.4171 -1.1008 -2.9912
O 0.3988 1.2497 1.9126
C 3.7686 -1.2695 2.6033
H -4.1468 0.0407 -1.6272
H 4.3592 -1.6732 -0.0191
N -3.2474 -2.1765 -3.0187
H -2.3434 0.7857 -3.9671
F 2.7544 -1.3084 3.4572
Cl 0.6953 0.7573 4.8256
C -3.8509 0.8214 0.4412
C 1.6996 -3.6203 0.8000
F 3.9980 -2.5267 2.1963
H 1.7557 -4.7018 0.9103
C -4.1504 -1.9287 -3.9491
H 1.9655 1.2212 -4.2967
F 3.2039 1.3360 3.1272
C 0.5718 -3.2869 -0.1108
F 4.9820 1.5055 1.9165
H -6.1998 -2.4850 -4.2324
C 0.5390 2.2869 4.0429
F 4.8730 -0.8784 3.2663
H -4.8080 1.1856 0.7677
H -1.8282 0.6522 3.1599
C -2.6711 0.7888 1.1835
C 0.2965 4.6551 4.2068
C 3.5076 -0.3192 1.3991
H -3.5186 1.1513 3.0768
C -0.0416 -4.1713 -0.9955
H -0.2685 -0.3613 -4.3793
N 0.0314 -2.0668 -0.2372
H -5.1685 -3.7532 -3.5577
C -2.5464 1.2475 2.5956
N -0.9207 -2.1687 -1.2100
N 0.5598 0.5780 -1.4057
H 0.1742 -5.2171 -1.1143
H -0.0855 5.6943 2.3653
F 3.0575 2.0069 1.0904
H 0.6163 3.3619 5.8921
H -2.2601 2.2980 2.6451
H 5.5393 -0.5273 0.6398
C 1.3532 0.8801 -3.4824
N -1.6892 0.2526 0.4465
C 0.1506 3.5877 2.0795
C 0.1086 4.7438 2.8383
H 1.5930 -3.1669 1.7842
Cl 0.2356 6.0973 5.1714
C -3.5344 0.2527 -0.7700
H -4.5096 -0.1797 -5.3033
H -5.0690 -3.3427 -5.2734
C 0.5028 3.4327 4.8210
C 0.2275 0.0930 -3.5413
S -0.3630 -1.5775 2.6273
H 2.9991 2.6488 -2.3808
H -1.6785 -3.6751 -2.4454
H 4.3403 0.0024 -0.5535
C 1.5255 1.1619 -2.1255
N -0.2537 -0.0453 -2.2990
C -0.9727 -3.4177 -1.6752
O 2.2330 -0.4986 0.9242
C 0.3872 2.3494 2.6600
N -2.2368 -0.0806 -0.7463
C -3.9371 -0.6587 -4.5299
H 2.1778 2.7317 -0.8221
C 4.5124 -0.6461 0.2996
C 3.6915 1.1491 1.8986
```

ORCA calculation (the ωB97M-V functional and the def2-TZVPD basis) on C26H25BF4N2O4Ti as an isolated structure in a non-equilibrium geometry.

spin multiplicity: 2
HOMO (alpha / beta): -4.454 / -5.568 eV
charge: -1
calculated total energy: -2690.574521 a.u.
E_LUMO (alpha / beta): 0.0953 / 0.0912 hartree

The geometry in XYZ format:
```
63
C26H25BF4N2O4Ti the ωB97M-V functional and the def2-TZVPD basis
C -5.1511 1.8582 -2.5078
H -1.1964 4.6300 1.3546
H -5.8351 2.2994 -3.2200
H 0.1553 3.7990 0.5471
H -5.8439 -0.1527 -2.8233
O -0.4610 0.7310 -2.3092
H 3.5035 -5.0611 -1.5911
C 3.9583 -1.3473 2.1486
H 4.4980 -1.6516 -1.7674
C -4.2647 2.6451 -1.8060
C -0.6811 3.6727 1.2395
H 5.0296 -1.4685 2.2346
O -0.1366 -0.9205 1.7853
H -0.9314 3.2040 3.3301
H 4.3003 0.5912 -1.2277
C -0.1348 3.1792 2.5845
H 3.9593 0.6797 2.8197
C 1.4716 1.3754 2.6363
N 0.2895 1.7956 2.4100
O 0.3709 0.8038 -0.2271
C -4.2854 -0.1030 -1.3791
C 3.4204 -1.7786 -1.8184
H 3.6055 -3.3401 1.4113
C -3.3711 2.0866 -0.8844
H 3.7450 -4.6024 -3.2711
C -2.4621 2.9889 -0.1979
C 1.5105 -3.1809 -2.0820
F -3.7902 0.9241 4.7304
C 1.7874 -2.2618 1.5799
H 2.8032 1.1039 -0.4264
C -3.3747 0.6941 -0.6693
B -3.5786 0.7511 3.3657
C 1.9715 0.0333 2.3445
C 2.8928 -3.0412 -2.0454
H 2.2055 2.0673 3.0651
C 1.2197 -0.8346 -1.6756
C -0.8315 -2.2817 -1.9406
H 0.6977 3.8071 2.9188
Ti -1.0790 0.6927 1.2307
H 4.8300 -3.9820 -2.0272
H -2.5696 4.0450 -0.4661
C 0.6623 -2.0939 -1.9082
H -4.2836 -1.1680 -1.1920
F -3.8413 1.9397 2.6657
C 2.6034 -0.6697 -1.6172
H -1.2583 -1.8456 -2.8454
C 3.1485 -2.3976 1.6925
H 1.1625 -3.0668 1.2164
C 3.3561 -0.1538 2.4731
F -4.2820 -0.3160 2.8515
C 3.7910 -4.2336 -2.2435
C 1.1516 -1.0417 1.8969
O -2.5354 0.1448 0.1724
F -2.1311 0.4953 3.1924
C 0.2888 0.3354 -1.4310
H 1.0775 -4.1651 -2.2387
C -5.1493 0.4777 -2.2797
C 3.2184 0.6752 -1.3374
H -1.0854 -3.3424 -1.9068
N -1.5888 2.6683 0.6768
H -1.3164 -1.7881 -1.0965
H 3.0117 1.3776 -2.1498
H -4.2477 3.7182 -1.9652
```

ORCA calculation (the ωB97M-V functional and the def2-TZVPD basis) on C26H25BaCl2IN2 as an isolated structure.

spin multiplicity: 1
HOMO: 0.229 eV
charge: -2
calculated total energy: -2358.740992 a.u.
E_LUMO: 0.1466 hartree

The geometry in XYZ format:
```
57
C26H25BaCl2IN2 the ωB97M-V functional and the def2-TZVPD basis
H -2.6534 5.4345 2.6227
H 2.4483 -1.9550 1.0533
C 1.2413 -3.5688 -3.2134
C 2.3713 4.6109 -2.1367
H 2.4235 4.7999 -3.2077
C 3.2150 0.6666 -0.8598
C -4.7588 -0.8133 1.0301
H 2.1468 3.9704 1.6646
H -7.6870 -2.4838 0.8474
H 3.9596 -1.6639 0.1858
C 1.0245 -1.7212 -1.5786
N 0.3501 2.5976 0.2145
C 2.4670 -3.9502 -2.6864
I -4.0852 1.1842 1.2191
C 3.2115 4.9352 0.0782
C 1.3584 3.8141 -1.6487
Cl -1.7129 5.0284 4.7364
C 2.2677 -2.1592 -1.0744
C -1.6061 -2.7293 0.7746
C -2.3912 -1.6021 0.9459
H -0.4067 -2.2352 -3.1134
C -6.6151 -2.3217 0.8578
H 3.9398 -3.5160 -1.1872
C 2.9826 0.5080 1.5078
C 2.2090 4.1381 0.5929
H 4.1282 5.8106 -1.6856
C 1.2284 3.4597 -0.2426
N 2.5859 -0.0610 0.2335
H 0.6224 3.3805 -2.3209
H 4.0737 0.4348 1.6722
C -4.3485 -3.1673 0.7241
C 3.3331 5.1858 -1.2942
H -0.5146 -2.6367 0.7745
H 2.9931 1.7293 -0.7740
H 3.0188 -4.7855 -3.1053
C -3.7997 -1.8529 0.9037
H 0.8200 -4.1138 -4.0553
H 3.9283 5.3848 0.7639
C 2.8661 -1.4845 0.1536
C -2.3011 4.5366 3.1182
H -6.7906 -0.1781 1.1142
Ba -0.3569 0.2992 -0.0787
H -3.8688 -5.2440 0.3843
H 2.8288 0.3035 -1.8115
H -6.1297 -4.3785 0.5779
C 0.5554 -2.4855 -2.6647
H 2.6851 1.5571 1.5320
C -6.1113 -1.0138 1.0140
Cl -1.0681 3.7706 2.0875
H -1.4254 -4.8582 0.4008
C 2.9774 -3.2336 -1.6112
H 2.4801 -0.0206 2.3226
H 4.3114 0.5261 -0.8486
C -2.1110 -4.0314 0.5612
C -5.7508 -3.3696 0.7116
H -3.1000 3.8192 3.2730
C -3.4597 -4.2511 0.5452
```

ORCA calculation (the ωB97M-V functional and the def2-TZVPD basis) on a 2-piece molecular cluster, C26H25N3O overall in a non-equilibrium geometry.

spin multiplicity: 1
HOMO: -5.839 eV
charge: 0
calculated total energy: -1245.220426 a.u.
E_LUMO: -0.0655 hartree

The geometry in XYZ format:
```
55
C26H25N3O the ωB97M-V functional and the def2-TZVPD basis
C 0.8143 -5.9166 -0.6654
C 1.5555 -4.1025 -2.1140
H 0.8952 -2.0652 1.2257
C -1.6549 0.5623 0.0882
H -4.9039 3.4236 1.1411
H 4.8457 1.1258 1.3652
H 1.4820 -3.0860 -2.4904
C -2.9593 4.2573 1.7300
H -3.9120 -1.1073 -1.6935
H 4.4379 2.9109 0.4288
O -0.1458 -3.7230 -0.4799
C 1.6310 3.8511 -1.3436
H -0.9229 4.7760 2.2345
C -2.9579 0.0807 -0.2023
H 4.6466 -0.6203 1.0531
C 0.8360 2.7048 -1.1768
N 2.6430 -6.2390 -2.1844
H 1.2402 4.6935 -1.9180
C 2.6694 1.7400 0.0729
H 3.4973 4.8589 -0.8922
H 3.1971 -4.6412 -3.3954
C 4.1711 0.2750 1.4780
H -5.7922 1.7446 0.4406
C -1.8376 1.8842 0.7026
C -1.5768 4.0122 1.8090
C -3.3604 -1.2221 -0.7502
H 2.6218 -2.2477 0.9319
H 1.9465 -7.7331 -0.9178
H -0.5642 -1.2293 -0.3358
C -5.3027 0.8521 0.0458
H -5.6094 0.7088 -0.9996
C 1.8652 -1.5904 1.3850
C 0.8180 0.3652 0.0292
C 3.4551 2.8760 -0.0444
H 0.1638 -6.3341 0.0969
C -0.4793 -0.1613 -0.1085
H 0.0316 2.5759 1.5094
C 1.8101 -6.6928 -1.2354
C -3.2319 2.1496 0.6742
H 3.9904 0.1030 2.5488
C 0.6609 -4.5148 -1.0410
H -0.1639 2.6307 -1.6072
H -2.4698 -1.8220 -0.9403
C -1.0221 2.8012 1.3588
C 2.5089 -4.9757 -2.6122
C -3.8215 3.2963 1.1826
C 1.3482 1.6381 -0.4408
H -3.3712 5.1925 2.1085
N -3.8654 1.0236 0.1451
N 2.9307 0.5686 0.7873
H -5.6282 -0.0200 0.6313
H 2.0606 -1.5351 2.4660
H -4.0001 -1.7794 -0.0502
C 2.9142 3.9458 -0.7725
C 1.8651 -0.2696 0.7414
```

ORCA calculation (the ωB97M-V functional and the def2-TZVPD basis) on C26H25N9O6S3V as an isolated structure.

spin multiplicity: 3
HOMO (alpha / beta): -10.032 / -10.091 eV
charge: +1
calculated total energy: -4088.326428 a.u.
E_LUMO (alpha / beta): -0.1247 / -0.1223 hartree

The geometry in XYZ format:
```
70
C26H25N9O6S3V the ωB97M-V functional and the def2-TZVPD basis
C 3.8605 3.5560 3.4840
O 2.7964 1.8831 -1.2025
C 2.6858 3.2637 1.0165
C 0.7622 -0.0198 6.1603
C 2.9742 -0.0091 4.4484
N 0.4914 2.5273 -0.4051
C -0.3980 4.8520 -0.1316
O 0.1951 0.2392 2.0382
H -5.0720 3.7562 0.5398
H 1.8821 3.3245 4.2877
O 1.8685 -3.0459 2.7758
H 1.0691 -4.0111 -1.9697
H 5.7120 3.7545 2.4132
N 0.8148 -2.5655 0.9161
N -1.9235 1.5548 0.0446
C -4.1949 3.1379 0.3961
C -4.2849 1.7739 0.4071
H -1.7789 -1.0005 -1.0334
O 2.1575 4.1766 -1.4037
H 2.0754 -4.3407 -0.6072
C -2.7713 5.1575 0.2318
H 4.3264 3.6484 4.4556
C 3.1485 -0.0329 5.8312
C 2.0575 -0.0393 6.6753
C -3.1151 1.0255 0.2407
C 1.8917 3.2193 2.1518
S 4.5177 -0.0940 -0.3109
O 2.9438 -3.3569 0.9356
H -3.6337 5.7927 0.3830
H 3.9523 -2.2347 -2.3206
H -3.1841 -0.0545 0.2944
C 4.9364 -0.3254 -2.0542
N -0.4646 -2.4252 -0.9517
O 4.0871 0.0117 3.6925
C -1.5226 5.6786 0.0776
H 0.8260 3.0483 2.0784
H 4.6580 3.5046 0.1896
H -1.5913 -1.5767 0.5039
H 3.8312 0.0114 2.7493
H 2.2143 -0.0633 7.7457
V 0.0668 0.5611 0.1415
C 2.4885 3.3745 3.3935
H -1.3719 6.7491 0.1060
H -0.4123 0.0254 4.3719
H 4.1595 -0.0533 6.2151
C 4.0591 3.4696 1.0903
H 5.9124 -0.8083 -2.0906
C 2.8346 0.3041 -0.6800
C -0.5299 3.4864 -0.1875
N 1.9503 -3.0454 1.5808
C 1.4249 0.0936 2.4757
C -1.8208 2.9203 0.0171
C 4.6435 3.6100 2.3355
N 1.2066 -3.9806 -0.9741
S 1.9993 3.0202 -0.5845
H 3.9100 -1.1770 -3.7606
C -2.9419 3.7551 0.2098
H -1.1230 -3.1103 -1.3033
H 4.9974 0.6396 -2.5559
C 0.5833 0.0068 4.7939
C 3.8672 -1.2082 -2.6728
C 1.6731 0.0134 3.9180
H 0.5634 5.3203 -0.2729
N -1.0919 -1.3085 -0.3483
N 1.9251 0.2183 0.3545
S 2.2525 -0.5429 -2.1617
H -0.0920 -0.0283 6.8227
N 2.4202 0.0935 1.6272
C 0.6136 -2.9869 -0.2878
H -5.2254 1.2645 0.5573
```

ORCA calculation (the ωB97M-V functional and the def2-TZVPD basis) on a 2-piece molecular cluster, C26H25NO overall in a non-equilibrium geometry.

spin multiplicity: 1
HOMO: -6.264 eV
charge: 0
calculated total energy: -1135.629444 a.u.
E_LUMO: -0.0849 hartree

The geometry in XYZ format:
```
53
C26H25NO the ωB97M-V functional and the def2-TZVPD basis
C -1.0991 -2.4812 1.0962
C -6.0168 0.2887 9.2684
H -1.7737 -2.6940 1.9380
C 0.3186 1.1084 1.5034
H -0.4862 -3.3835 0.9457
H 0.8296 3.1516 1.3150
C -3.1228 -2.8777 6.8947
H 0.2859 -2.3777 6.9723
C -3.9976 0.5101 7.9611
C -0.7716 -2.2593 6.6917
N -0.8332 1.8940 4.4723
C -0.1956 -1.2931 1.2463
C 1.6470 0.8244 1.2278
C -6.1574 0.8368 6.9087
C -4.7615 0.7517 6.8074
H -2.9120 0.4743 7.8862
H 2.3616 1.6442 1.1539
C 3.5366 -0.7339 0.6936
C 2.0914 -0.4838 0.9858
H -6.7251 1.1027 6.0126
C -1.7708 -3.0893 7.2156
C -0.6555 0.0392 1.6154
H -4.0122 0.1722 10.1017
C -3.1719 -0.4508 1.6999
H -7.8806 0.6688 8.1918
H 3.7383 -1.8113 0.6209
H 4.1474 -0.3156 1.5063
C -3.4830 -1.7916 6.1087
C -2.4887 -0.8927 5.6274
C -0.0482 2.5509 1.5939
H 3.8643 -0.2493 -0.2426
O -4.6853 1.7311 4.6199
C -4.6178 0.2998 9.1951
H 1.4620 -2.5198 0.6205
H -3.8992 -3.5283 7.3020
H -6.5114 0.0589 10.2193
H -3.0785 -0.8687 0.6854
C -1.9595 0.2961 2.0596
C -1.1182 -1.2208 5.8203
H -4.5385 -1.5627 5.9342
H -0.3634 2.8792 2.5976
H -1.4923 -3.8737 7.9163
H -3.3714 -1.2732 2.4015
C -4.1243 1.0055 5.4377
H -1.6996 -2.3715 0.1818
C -1.7907 1.2604 4.7703
H -0.8399 2.7838 0.8736
H -0.3484 -0.5641 5.3903
H -4.0553 0.2034 1.7532
C 1.1404 -1.5189 0.9370
C -6.7904 0.5888 8.1321
H -2.1452 1.2696 2.5036
C -2.8170 0.3867 5.1160
```

ORCA calculation (the ωB97M-V functional and the def2-TZVPD basis) on C26H26F6O2PRuS3Sb as an isolated structure.

spin multiplicity: 5
HOMO (alpha / beta): -13.023 / -14.341 eV
charge: +2
calculated total energy: -3626.525616 a.u.
E_LUMO (alpha / beta): -0.2329 / -0.3161 hartree

The geometry in XYZ format:
```
66
C26H26F6O2PRuS3Sb the ωB97M-V functional and the def2-TZVPD basis
S 1.2362 0.2406 2.6763
F -0.3579 -2.7479 -0.0161
C 3.8730 -0.9219 -3.2714
H -2.4788 2.7405 -5.5929
H 0.6209 2.5956 0.7041
H -3.4330 4.0568 -3.7326
F 2.1031 -3.5591 -0.7604
H -0.9790 0.8347 -5.1220
C -2.5019 2.9066 -2.2035
C 0.8366 -0.1296 4.4236
C -2.7784 3.2235 -3.5147
C 0.0835 0.8979 5.2523
H 2.4090 2.2628 2.2083
C 1.6251 -0.0939 -3.1023
C -1.6532 1.8140 -1.9060
C -0.1516 -2.9963 -3.1296
Sb 1.3733 -3.0637 0.8911
C 1.9683 1.0276 -3.8681
C -1.3969 1.4119 -4.3060
C -0.8357 -1.8199 -2.8144
O -1.8511 2.2513 0.3953
C 4.2034 0.1705 -4.0644
H 0.5835 1.8635 5.3009
F 1.4682 -1.1841 0.2096
O -3.0532 -1.0707 1.7083
C -1.3050 1.4028 -0.5943
C -0.8312 -4.1992 -3.1103
H 3.5242 1.9979 -4.9649
C -1.7414 2.9223 4.2945
H -3.2389 2.8156 2.7007
H -0.3116 -5.1108 -3.3726
C -2.2395 2.4819 -4.5709
C -2.1840 -0.8636 1.0309
H 1.2398 1.7969 -4.0842
F 3.0160 -2.7944 1.7029
C 3.2567 1.1444 -4.3573
H -2.7607 -0.9451 -2.3209
H -2.4734 3.4080 4.9377
H -2.6919 -5.1976 -2.7346
H 2.3476 -1.8959 -2.1406
C 1.4327 2.0398 2.6374
C 0.3813 2.7260 1.7628
F 0.4615 -2.3779 2.3931
C -2.1957 3.1023 2.8423
C -2.1780 -4.2460 -2.7556
C -2.8690 -3.0823 -2.4519
H -3.9236 -3.1191 -2.2154
Ru -0.6460 -0.5428 -0.1814
S -1.2450 1.9391 1.8671
H 5.2102 0.2703 -4.4477
C -1.1024 1.0867 -2.9903
H -2.9420 3.4818 -1.4023
F 0.9082 -4.8127 1.2696
H -2.0377 4.1113 2.4607
H 0.8946 -2.9723 -3.3986
S -1.6475 1.1584 4.7526
C 2.5886 -1.0583 -2.7789
H -0.7807 3.4040 4.4746
H 1.7770 -0.3583 4.9261
C -2.2064 -1.8650 -2.4788
H 1.4381 2.4438 3.6454
H 0.0557 0.5269 6.2772
H 0.2705 -1.0587 4.3603
H 4.6195 -1.6659 -3.0293
H 0.2752 3.7919 1.9673
P -0.0365 -0.2548 -2.5103
```

ORCA calculation (the ωB97M-V functional and the def2-TZVPD basis) on C26H26N3OS2SiTc as an isolated structure.

spin multiplicity: 4
HOMO (alpha / beta): -11.289 / -11.510 eV
charge: +1
calculated total energy: -2412.321863 a.u.
E_LUMO (alpha / beta): -0.1648 / -0.2071 hartree

The geometry in XYZ format:
```
60
C26H26N3OS2SiTc the ωB97M-V functional and the def2-TZVPD basis
H 3.0447 1.2126 -3.4576
C 0.6000 -2.9382 -3.8466
H 3.7303 2.6105 -2.6324
C -0.3422 -2.6142 -2.8820
Si 2.8841 1.0753 -0.9518
C 2.9069 1.8903 -2.6168
C 1.9277 -3.4941 3.3781
H 5.2320 0.7586 -0.3894
C 1.8936 -1.0114 4.8468
C 2.6777 2.4180 0.3079
H -5.0920 -1.8765 -2.5444
C -2.0780 1.7207 1.5276
C -1.9040 1.7006 -1.2888
C 1.1916 -0.9535 -1.9552
C -4.3978 -1.9570 -1.7183
H -2.6347 1.1970 -3.2526
H -1.8064 2.7449 -3.1619
H 2.5574 -2.5343 -4.6295
C -0.7909 2.0501 -0.5049
C -0.0342 -1.6168 -1.9838
C -2.2144 -1.6766 -0.8320
Tc 0.2458 -0.2004 0.6317
H 0.1053 2.4045 -0.9973
H -3.9616 1.1478 -1.2217
H -1.8892 -2.2817 1.1984
O -0.8854 -1.1930 -0.9516
C 1.4906 -2.2580 2.7905
N 2.2274 -0.9089 5.9412
H 1.9832 2.4506 -2.7836
H 1.8385 3.0867 0.1029
C -3.1698 1.3831 0.7616
H 0.3811 -3.7195 -4.5611
N 1.4372 -0.0342 -0.9240
C -3.9294 -2.5523 0.5634
C -4.8256 -2.4477 -0.4906
S 0.9755 0.3857 2.7159
H 4.6655 -0.6480 -1.2916
H 3.5856 3.0272 0.2479
C 1.4800 -1.1034 3.4749
C 1.8219 -2.2756 -3.8802
H 4.2214 -0.4523 0.4054
H -4.2515 -2.9450 1.5182
H 2.6115 2.0578 1.3339
H -4.1065 1.1258 1.2384
H -2.7466 -1.1525 -2.8441
H -0.0738 2.5310 1.4657
C 2.1213 -1.3069 -2.9416
H -5.8541 -2.7557 -0.3600
H 3.0940 -0.8396 -2.9543
C -0.8747 2.0829 0.8877
H -1.2840 -3.1406 -2.8307
C 4.3847 0.0829 -0.5340
C -3.0818 -1.5551 -1.8974
C -2.6041 -2.1717 0.3930
C -1.7990 1.7187 -2.7886
H -2.1430 1.7459 2.6072
C -3.0829 1.3926 -0.6375
H -0.8686 1.2555 -3.1247
S 1.0499 -2.3120 1.1111
N 2.2568 -4.4953 3.8344
```

Q: Which of these has the highest spin multiplicity?
A: C26H26F6O2PRuS3Sb

Q: Look up the spin multiplicity of the third one.
A: 1

Q: The highest charge belongs to which entry?
A: C26H26F6O2PRuS3Sb